1.
{
  "formula": "C12H40N4O8",
  "method": "the ωB97M-V functional and the def2-TZVPD basis",
  "symbols": ["N", "C", "N", "O", "H", "H", "H", "H", "N", "C", "N", "O", "H", "H", "H", "H", "C", "C", "C", "O", "H", "H", "H", "H", "H", "H", "H", "H", "C", "C", "C", "O", "H", "H", "H", "H", "H", "H", "H", "H", "C", "O", "H", "H", "H", "H", "C", "O", "H", "H", "H", "H", "C", "O", "H", "H", "H", "H", "C", "O", "H", "H", "H", "H"],
  "xyz": [[-2.0126, 3.7748, 0.6549], [-2.2425, 2.5403, 0.7482], [-1.1378, 1.9546, 0.8283], [-3.5386, 2.0011, 0.8856], [-2.8290, 4.3600, 0.2852], [-1.1042, 4.1540, 0.5509], [-1.1195, 0.9091, 0.8451], [-0.3917, 2.3595, 0.2532], [2.0294, -0.0426, -0.1374], [2.3833, -0.5113, 0.9939], [1.7957, 0.1037, 1.9068], [3.3177, -1.5318, 1.1793], [2.4065, -0.5052, -0.9940], [1.5711, 0.8423, -0.3021], [1.9073, -0.1554, 2.9529], [1.3340, 0.9986, 1.9148], [-0.5245, 0.6024, 4.6696], [-1.8692, 1.1246, 4.2881], [-2.7781, 0.0698, 3.7767], [-2.4783, 1.6813, 5.1853], [0.0632, 1.4904, 4.9511], [-0.1214, 0.0009, 3.8250], [-0.5833, -0.0046, 5.5729], [-1.8112, 1.9112, 3.6321], [-3.2245, -0.6481, 4.3991], [-2.1697, -0.5518, 3.1237], [-3.4866, 0.4148, 3.0504], [-2.4919, 1.1562, 5.9842], [2.8434, -2.5146, -4.1159], [2.1580, -1.9061, -2.9324], [2.2139, -2.8389, -1.6866], [2.5614, -0.7687, -2.6881], [2.3078, -3.2827, -4.6118], [3.7667, -3.0187, -3.7488], [3.1637, -1.7726, -4.7975], [1.1092, -1.7849, -3.1632], [1.6576, -2.4531, -0.8190], [3.2304, -2.8112, -1.2852], [1.8719, -3.8645, -1.8149], [2.2488, -0.1580, -3.3414], [0.8165, -3.1700, 2.4051], [-0.2008, -2.4847, 3.0427], [0.6399, -4.2245, 2.5107], [1.7783, -2.9952, 2.8329], [0.9085, -2.9946, 1.3279], [-0.5501, -1.8155, 2.4912], [0.2795, 0.5823, -4.5327], [1.6125, 1.0381, -4.4885], [-0.0340, 0.3485, -3.5359], [0.1445, -0.3190, -5.1108], [-0.3379, 1.3796, -4.9600], [1.9532, 1.0285, -5.3944], [-2.4788, 3.0362, -2.6096], [-1.4834, 2.0500, -2.3431], [-2.1288, 3.9892, -2.1947], [-3.4746, 2.7382, -2.2315], [-2.5489, 3.2330, -3.6855], [-0.6256, 2.4336, -2.5813], [-0.9402, -0.9160, -0.4361], [-0.7096, -0.6429, 0.8802], [-0.3856, -1.8360, -0.6363], [-0.5748, -0.1161, -1.0419], [-1.9640, -1.1429, -0.6800], [0.2774, -0.5247, 0.9524]],
  "smiles": "NC(N)=O.NC(N)=O.CC(C)O.CC(C)O.CO.CO.CO.CO",
  "multiplicity": 1,
  "relative_energy_kcal_mol": 156.4,
  "total_energy_ha": -1301.8863,
  "gap_ev": 8.72
}



2.
{
  "formula": "C4H5F3",
  "method": "the ωB97M-V functional and the def2-TZVPD basis",
  "symbols": ["C", "C", "C", "C", "F", "F", "F", "H", "H", "H", "H", "H"],
  "xyz": [[-0.9774, -0.0954, -2.0603], [-0.2443, -0.5488, -1.0527], [1.0637, 0.1680, 1.3739], [-0.2859, 0.2647, 1.0367], [-0.8397, -0.6368, -3.3009], [0.5639, -1.5036, -0.9747], [-0.7275, 1.5190, 0.8572], [-1.7181, 0.6601, -1.8925], [1.3837, -0.7297, 0.9658], [1.6117, 0.9089, 1.0287], [1.2457, 0.2610, 2.4339], [-1.0757, -0.2676, 1.5849]],
  "multiplicity": 1,
  "relative_energy_kcal_mol": 81.6,
  "total_energy_ha": -454.8497,
  "gap_ev": 10.33
}



3.
{
  "formula": "CH5NO",
  "method": "the ωB97M-V functional and the def2-TZVPD basis",
  "symbols": ["C", "N", "H", "H", "H", "O", "H", "H"],
  "xyz": [[-1.0718, -1.1270, -0.9719], [0.1674, -1.3297, -1.0746], [-1.7073, -1.1244, -1.8603], [-1.5549, -0.6589, -0.1021], [0.6327, -1.4979, -0.1896], [1.3004, 1.5593, 1.2382], [0.7446, 1.7117, 2.0174], [1.4889, 2.4670, 0.9429]],
  "smiles": "C=N.O",
  "multiplicity": 1,
  "relative_energy_kcal_mol": 21.3,
  "total_energy_ha": -171.0483,
  "gap_ev": 10.45
}



4.
{
  "formula": "C32H52N4P3PbTe4",
  "method": "the ωB97M-V functional and the def2-TZVPD basis",
  "symbols": ["Pb", "C", "C", "C", "P", "C", "C", "C", "C", "C", "C", "C", "C", "C", "C", "N", "C", "C", "C", "C", "C", "C", "C", "P", "C", "C", "C", "C", "C", "C", "H", "H", "H", "H", "H", "H", "H", "H", "H", "H", "H", "H", "H", "H", "H", "H", "H", "H", "H", "H", "H", "H", "H", "H", "H", "H", "H", "H", "H", "H", "H", "H", "H", "H", "H", "H", "H", "H", "H", "H", "Te", "Te", "Te", "Te", "C", "N", "C", "N", "C", "N", "C", "P", "C", "C", "H", "H", "H", "H", "H", "H", "H", "H", "H", "H", "H", "H"],
  "xyz": [[1.2767, 0.2260, -0.2796], [1.6459, 2.5048, -4.7477], [1.7449, 1.8946, -3.3485], [3.2111, 1.6146, -2.9976], [0.7256, 0.3736, -3.0184], [1.0737, -0.8843, -4.3194], [0.7944, -0.6224, -5.8006], [0.4021, -2.1959, -3.8956], [-0.9633, 1.0351, -2.9760], [-1.6201, 1.2939, -4.1885], [-2.8283, 1.9538, -4.2824], [-3.5110, 2.1891, -5.6032], [-3.3540, 2.4421, -3.0864], [-2.7480, 2.1903, -1.8784], [-1.5784, 1.3951, -1.7392], [-1.0618, 1.0993, -0.4808], [-1.9240, 1.0924, 0.6155], [-3.2892, 0.7494, 0.5069], [-4.1682, 0.8267, 1.5682], [-3.7489, 1.2434, 2.8274], [-4.7115, 1.4236, 3.9719], [-2.3895, 1.4643, 2.9820], [-1.4724, 1.3753, 1.9335], [0.3118, 1.5791, 2.2322], [0.5777, 3.4244, 2.0878], [0.7089, 3.7840, 0.6031], [-0.5125, 4.2961, 2.7100], [0.7270, 1.1878, 4.0009], [0.5008, 2.2231, 5.1039], [0.1406, -0.1691, 4.3987], [2.0152, 3.5334, -4.7201], [0.6202, 2.5337, -5.1180], [2.2712, 1.9519, -5.4487], [1.3195, 2.6137, -2.6375], [3.5891, 0.7072, -3.4760], [3.3663, 1.4875, -1.9251], [3.8381, 2.4484, -3.3246], [2.1553, -1.0157, -4.1783], [-0.2735, -0.6744, -6.0170], [1.2925, -1.4014, -6.3834], [1.1762, 0.3337, -6.1482], [-0.6770, -2.1531, -4.0627], [0.5836, -2.4134, -2.8411], [0.8194, -3.0233, -4.4732], [-1.1443, 0.9631, -5.1032], [-2.9695, 1.6997, -6.4133], [-3.5691, 3.2556, -5.8358], [-4.5322, 1.8017, -5.5970], [-4.2636, 3.0354, -3.1026], [-3.1838, 2.6211, -0.9887], [-3.6600, 0.4069, -0.4500], [-5.2053, 0.5423, 1.4155], [-5.7332, 1.5290, 3.6062], [-4.4666, 2.3167, 4.5491], [-4.6900, 0.5720, 4.6580], [-2.0193, 1.7214, 3.9672], [1.5399, 3.6122, 2.5772], [-0.2015, 3.5197, 0.0613], [1.5437, 3.2594, 0.1321], [0.8783, 4.8578, 0.4850], [-1.4659, 4.1162, 2.2103], [-0.2578, 5.3529, 2.5829], [-0.6515, 4.1149, 3.7734], [1.8122, 1.0636, 3.9057], [-0.5563, 2.4286, 5.2758], [1.0039, 3.1664, 4.8889], [0.9158, 1.8362, 6.0390], [-0.8837, -0.0566, 4.7621], [0.7400, -0.6381, 5.1809], [0.0945, -0.8555, 3.5518], [3.5476, -2.1979, -0.9737], [5.1377, -2.1557, -3.1356], [2.8728, -1.5594, 2.0226], [0.9772, -2.6488, 0.4445], [-3.9052, -4.8375, 2.7980], [-4.3206, -3.4434, 2.6739], [-4.7058, -3.2079, 1.2842], [-3.6733, -3.5498, 0.3108], [-3.2615, -4.9317, 0.5255], [-2.8300, -5.2248, 1.8897], [-1.5745, -4.5294, 2.2050], [-1.6367, -2.6598, 2.0515], [-3.2281, -2.5410, 3.0525], [-2.5159, -2.6525, 0.3950], [-4.7716, -5.4675, 2.5768], [-3.5868, -5.0268, 3.8257], [-4.9668, -2.1546, 1.1627], [-5.5867, -3.8200, 1.0693], [-2.4452, -5.1696, -0.1603], [-4.1061, -5.5854, 0.2876], [-0.7972, -4.9427, 1.5591], [-1.2888, -4.7754, 3.2321], [-3.5829, -1.5086, 2.9918], [-2.9671, -2.7228, 4.1003], [-1.8306, -2.9371, -0.4077], [-2.8289, -1.6316, 0.1783]],
  "multiplicity": 1,
  "charge": -1,
  "relative_energy_kcal_mol": 49.0,
  "total_energy_ha": -3758.6420,
  "gap_ev": 5.12
}



5.
{
  "formula": "C18H22N4O",
  "method": "the ωB97M-V functional and the def2-TZVPD basis",
  "symbols": ["C", "C", "C", "C", "N", "C", "N", "C", "C", "N", "C", "N", "C", "C", "C", "C", "C", "C", "C", "C", "C", "C", "O", "H", "H", "H", "H", "H", "H", "H", "H", "H", "H", "H", "H", "H", "H", "H", "H", "H", "H", "H", "H", "H", "H"],
  "xyz": [[2.3253, 0.8882, 4.3640], [0.9143, 0.6643, 3.8574], [0.9763, 0.5749, 2.3458], [-0.3441, 0.2229, 1.6484], [-0.2034, 0.4257, 0.1825], [-0.1996, 1.7684, -0.2367], [-1.3298, 2.5937, -0.0808], [-2.6033, 2.3508, 0.4104], [-3.2702, 3.5436, 0.3383], [-2.4795, 4.5224, -0.1978], [-1.3334, 3.9549, -0.4411], [0.8893, 2.2144, -0.8174], [2.0306, 1.4140, -0.9525], [3.2847, 2.0721, -1.0574], [4.4733, 1.3562, -1.0537], [4.4039, -0.0476, -0.9874], [3.1376, -0.6936, -0.8725], [1.9145, 0.0117, -0.8528], [0.4783, -0.5502, -0.7279], [0.4301, -1.9847, -0.2816], [-0.9985, -2.5199, -0.2300], [-2.0661, -2.1304, -1.2403], [-1.3182, -3.1150, 0.7845], [2.7134, 1.8443, 4.0484], [3.0571, 0.1068, 4.0504], [2.3217, 0.8744, 5.4400], [0.3185, 1.4972, 4.1889], [0.5413, -0.2944, 4.2839], [1.4054, 1.5466, 1.9913], [1.6884, -0.2178, 2.0990], [-0.6174, -0.8098, 1.8388], [-1.1179, 0.8170, 2.1178], [-3.0065, 1.4198, 0.8292], [-4.3181, 3.7335, 0.6117], [-0.4664, 4.4595, -0.8820], [3.2695, 3.1249, -1.1956], [5.4531, 1.8897, -1.1071], [5.3018, -0.6293, -1.1191], [3.1138, -1.7572, -0.8402], [0.0773, -0.4591, -1.7331], [0.9873, -2.6538, -0.9590], [0.9472, -2.0453, 0.6764], [-2.8830, -2.8797, -1.2509], [-2.5008, -1.1976, -0.9228], [-1.5846, -2.0934, -2.2544]],
  "smiles": "CCCCN1C(n2ccnc2)=Nc2ccccc2[C@H]1CC(C)=O",
  "multiplicity": 1,
  "relative_energy_kcal_mol": 49.0,
  "total_energy_ha": -993.3386,
  "gap_ev": 8.55
}



6.
{
  "formula": "C2H6F3HfO2",
  "method": "the ωB97M-V functional and the def2-TZVPD basis",
  "symbols": ["Hf", "F", "F", "F", "C", "C", "O", "O", "H", "H", "H", "H", "H", "H"],
  "xyz": [[-0.0495, 15.6734, -25.4019], [0.3135, 17.6992, -24.5382], [2.1366, 15.9088, -25.2447], [-1.1196, 15.5984, -23.5177], [-4.1796, 19.2537, -25.2163], [-2.7213, 19.5321, -25.0894], [-2.1163, 19.5623, -26.3596], [-4.5563, 18.0805, -25.9920], [-4.7225, 19.9962, -25.7977], [-4.5666, 19.1852, -24.1963], [-2.0779, 18.9199, -24.4498], [-2.6431, 20.5669, -24.7472], [-2.4219, 18.7556, -26.7885], [-3.8659, 17.4178, -25.8906]],
  "multiplicity": 1,
  "charge": 1,
  "total_energy_ha": -577.5072,
  "gap_ev": 4.21
}



7.
{
  "formula": "C16H36AsN2ORuS3Si2",
  "method": "the ωB97M-V functional and the def2-TZVPD basis",
  "symbols": ["Ru", "N", "C", "C", "N", "H", "H", "H", "H", "H", "H", "H", "H", "S", "C", "C", "C", "C", "C", "C", "S", "H", "H", "H", "H", "C", "S", "C", "O", "H", "H", "H", "H", "H", "H", "C", "Si", "C", "C", "As", "Si", "C", "C", "C", "H", "H", "H", "H", "H", "H", "H", "H", "H", "H", "H", "H", "H", "H", "H", "H", "H", "H"],
  "xyz": [[0.1287, 0.0525, 0.1928], [1.3538, -1.5786, -1.3302], [0.4368, -2.7258, -1.3329], [0.1259, -3.0884, 0.1025], [-0.5319, -1.9571, 0.7958], [1.5329, -1.2374, -2.2674], [2.2426, -1.8494, -0.9227], [0.8501, -3.6073, -1.8312], [-0.4718, -2.4341, -1.8557], [1.0571, -3.2996, 0.6330], [-0.4918, -3.9862, 0.1436], [-0.4729, -2.0627, 1.8050], [-1.5270, -1.9584, 0.5861], [-1.1837, 1.0111, 1.7575], [-0.7648, 2.7273, 1.7420], [-1.3298, 3.5997, 2.6673], [-0.9909, 4.9442, 2.6413], [-0.0931, 5.4221, 1.6955], [0.4711, 4.5576, 0.7708], [0.1323, 3.2085, 0.7909], [0.8475, 2.0958, -0.3830], [-2.0275, 3.2208, 3.4033], [-1.4279, 5.6203, 3.3640], [0.1687, 6.4719, 1.6804], [1.1737, 4.9183, 0.0296], [-3.3649, 0.0848, -3.2371], [-2.7231, 0.3414, -1.5902], [-2.4808, 2.1096, -1.6992], [-1.3438, -0.2984, -1.6358], [-2.6500, 0.4754, -3.9601], [-4.3279, 0.5862, -3.3229], [-3.4940, -0.9876, -3.3680], [-3.4504, 2.5659, -1.9008], [-1.7652, 2.3277, -2.4907], [-2.1081, 2.4488, -0.7346], [3.4539, -2.9023, 2.9720], [2.6939, -1.2674, 3.4743], [3.8113, -0.3451, 4.6432], [0.9851, -1.5300, 4.2007], [2.3676, -0.0259, 1.4792], [4.4348, 0.6034, 0.5034], [5.7708, -0.6097, 0.9854], [4.8163, 2.3104, 1.1424], [4.1667, 0.6049, -1.3554], [3.7484, -3.4802, 3.8516], [4.3451, -2.7561, 2.3581], [2.7401, -3.5098, 2.4095], [3.9526, -0.9289, 5.5565], [3.3781, 0.6176, 4.9212], [4.7931, -0.1648, 4.2018], [1.0192, -1.4679, 5.2909], [0.5975, -2.5231, 3.9538], [0.2792, -0.7712, 3.8542], [5.8302, -0.7422, 2.0673], [6.7428, -0.2464, 0.6409], [5.6034, -1.5863, 0.5246], [4.9293, 2.3148, 2.2281], [4.0175, 3.0048, 0.8734], [5.7477, 2.6753, 0.7013], [4.7581, -0.1792, -1.8345], [4.4703, 1.5592, -1.7894], [3.1160, 0.4551, -1.6040]],
  "multiplicity": 5,
  "charge": 1,
  "relative_energy_kcal_mol": 7.0,
  "total_energy_ha": -4920.0866,
  "gap_ev": [7.02, 6.57]
}



8.
{
  "formula": "C6H14NS",
  "method": "the ωB97M-V functional and the def2-TZVPD basis",
  "symbols": ["C", "C", "C", "N", "H", "H", "H", "H", "H", "H", "H", "C", "C", "C", "S", "H", "H", "H", "H", "H", "H", "H"],
  "xyz": [[-1.4836, 3.7758, 0.2119], [-0.9657, 2.9085, -0.8961], [-0.3126, 1.7501, -0.7327], [0.1494, 0.8883, -1.7088], [-1.4283, 3.2187, 1.1500], [-0.9507, 4.7215, 0.3382], [-2.5358, 4.0220, 0.0377], [-1.1407, 3.2525, -1.9169], [-0.1203, 1.4063, 0.2811], [0.9037, 0.2860, -1.3477], [0.3278, 1.3726, -2.5736], [-0.6129, -2.4083, 0.5915], [0.7235, -3.0648, 0.3185], [1.8917, -2.3144, 0.9916], [2.2810, -0.7349, 0.2290], [-0.8124, -2.4129, 1.6677], [-1.4257, -2.9260, 0.0813], [-0.5772, -1.3618, 0.2873], [0.7516, -4.0898, 0.7226], [0.9415, -3.1302, -0.7485], [2.7841, -2.9466, 0.9661], [1.6117, -2.2125, 2.0502]],
  "multiplicity": 1,
  "charge": -1,
  "relative_energy_kcal_mol": 2.9,
  "total_energy_ha": -689.9707,
  "gap_ev": 6.45
}



The calculation returns the following F_max values, one per record and in order: 0.265 0.125 0.035 0.028 0.075 0.240 0.015 0.018 Eh/bohr.